Below is a 13-piece molecular cluster, C5H33NO14 overall, with properties calculated with ωB97M-V with the def2-TZVPD basis set.

Values from the calculation:
E_LUMO = 0.290 eV
max |F| = 1.2 eV/A
relative energy (zero: lowest compared OMol25 entry of this formula, charge and spin) = 73.6 kJ/mol

Last column: Löwdin charge in e.
Element x y z (Å)
O (-0.236, 3.519, -1.742)  0.094
C (0.709, 3.345, -1.010)  -0.511
O (0.918, 4.181, 0.029)  0.111
C (1.734, 2.279, -1.106)  -0.084
C (1.582, 1.220, 0.005)  -0.140
C (0.153, 0.704, 0.239)  -0.199
C (-1.124, -1.278, -0.073)  -0.065
N (-0.014, -0.689, -0.179)  0.013
H (0.302, 4.939, 0.021)  0.141
H (1.609, 1.782, -2.066)  0.106
H (2.755, 2.660, -1.022)  0.136
H (1.948, 1.657, 0.944)  0.116
H (2.245, 0.390, -0.237)  0.098
H (-0.597, 1.338, -0.248)  0.098
H (-0.108, 0.773, 1.284)  0.071
H (-2.047, -0.856, 0.325)  0.073
H (-1.209, -2.313, -0.387)  0.069
H (-0.742, -3.430, -2.233)  0.014
H (0.639, -3.423, -1.560)  -0.010
O (-0.145, -3.990, -1.721)  -0.078
H (-1.150, -2.207, 3.396)  0.068
H (-0.238, -2.157, 2.126)  0.030
O (-0.851, -1.616, 2.704)  -0.068
H (-1.807, -0.705, -3.404)  0.026
H (-2.559, -1.043, -2.131)  0.017
O (-2.061, -1.459, -2.851)  -0.057
H (-0.812, 2.048, -2.669)  0.035
H (-1.803, 1.069, -1.983)  0.017
O (-1.125, 1.121, -2.705)  -0.097
H (-1.986, 1.832, 2.210)  0.034
H (-2.288, 0.289, 2.113)  0.031
O (-2.615, 1.155, 1.841)  -0.067
H (1.101, -2.838, 0.396)  0.002
H (0.262, -4.039, 0.698)  0.058
O (0.726, -3.331, 1.172)  -0.083
H (0.006, 1.810, 3.255)  0.031
H (-0.027, 3.112, 2.403)  0.044
O (-0.595, 2.549, 2.946)  -0.076
H (1.639, -0.040, 3.098)  0.012
H (0.164, -0.375, 3.440)  0.006
O (0.858, 0.301, 3.584)  -0.089
H (0.321, 0.091, -2.662)  0.018
H (0.909, -0.913, -3.678)  0.063
O (1.137, -0.439, -2.877)  -0.071
H (2.853, -2.435, -1.426)  0.081
H (1.582, -1.521, -1.556)  0.024
O (1.958, -2.322, -1.096)  -0.100
H (2.756, -1.989, 2.528)  0.073
H (2.425, -1.190, 1.243)  0.013
O (2.713, -1.098, 2.154)  -0.033
H (-2.882, 1.089, 0.203)  0.017
H (-3.885, 1.485, -0.962)  0.073
O (-3.095, 0.960, -0.774)  -0.089